A 6-piece molecular cluster, C4H19N2O6S overall in a non-equilibrium geometry. Source: the OMol25 dataset; level of theory: ωB97M-V with the def2-TZVPD basis set.

Calculated values
Orbital gap   6.71 eV
ΔE to the lowest compared entry with this formula, charge and spin   83.0 kcal per mole
Calculated total energy   -1122.94150 hartree
LUMO level   3.03 eV

Geometry as ORCA input:
```
! RIJCOSX wB97M-V def2-TZVPD def2/J DEFGRID3
* xyz -1 1
C -2.12 2.12 0.55
N -0.74 1.55 0.90
C -0.65 -0.03 0.51
C -1.75 -0.85 0.93
S -1.64 -2.52 0.21
C 0.75 -0.36 1.02
N 1.64 -0.58 0.02
O 1.31 -0.09 2.03
H -2.01 3.17 0.86
H -2.37 1.75 -0.51
H -2.88 1.75 1.24
H -0.56 1.65 1.89
H -0.63 0.08 -0.62
H -2.74 -0.46 0.52
H -1.89 -0.65 2.07
H 1.17 -1.09 -0.75
H 2.57 -0.64 0.24
H 2.23 -2.90 -0.56
H 1.50 -3.01 -1.91
O 2.45 -3.11 -1.41
H 1.76 0.29 -3.28
H 0.47 0.92 -2.82
O 0.78 0.03 -3.18
H -0.60 -3.18 -2.24
H 0.03 -1.63 -2.03
O 0.12 -2.59 -2.37
H 0.95 1.12 3.23
H -0.34 0.94 4.02
O 0.32 1.63 3.76
H 0.24 2.36 -0.26
H 1.59 1.77 -1.05
O 1.02 2.57 -1.01
*
```

Mulliken analysis output, partial charges in e: -0.965 -0.538 0.415 -1.011 -0.524 0.543 -0.100 -0.772 0.376 0.292 0.358 0.294 0.322 0.230 0.216 -0.219 0.229 0.319 0.478 -0.774 0.325 0.345 -0.648 0.270 0.259 -0.684 0.436 0.318 -0.763 0.495 0.268 -0.790